No. 1
{
  "formula": "C4H11NS",
  "method": "ωB97M-V with the def2-TZVPD basis set",
  "smiles": "CN(C)CCS",
  "gap_ev": 9.98,
  "homo_energy_ev": -9.0,
  "largest_force_ev_per_a": 3.2,
  "lumo_energy_ev": 0.973,
  "elements": ["H", "H", "H", "H", "H", "H", "N", "H", "C", "S", "H", "H", "H", "C", "H", "C", "C"],
  "positions_angstrom": [[-2.182017, 1.533811, 0.334769], [1.597346, 0.691324, 1.306841], [-1.203681, 1.403055, -1.169288], [-1.321104, -2.065490, 0.292758], [3.445686, 1.180749, -0.219638], [-2.751921, -0.956931, 0.425425], [-0.746617, -0.018939, 0.376923], [0.726003, 0.260923, -1.204324], [0.511860, -0.329220, -0.296605], [3.261706, -0.124318, -0.144238], [-1.895200, -1.195053, -1.196222], [0.616022, -1.391136, -0.596224], [-0.413144, 2.009425, 0.354997], [1.651016, -0.158682, 0.654307], [1.643933, -1.055458, 1.234275], [-1.748522, -1.091731, -0.075130], [-1.191372, 1.307664, -0.078625]],
  "forces_ev_per_a": [[0.3, 0.0, -0.1], [-0.3, 0.4, 0.3], [-0.1, 0.0, 0.0], [-0.6, 0.9, -0.4], [-0.1, 0.5, 0.0], [1.1, 0.1, -0.6], [-1.8, -1.6, -2.1], [-0.5, 0.0, 0.1], [0.6, -0.2, -0.5], [0.6, -0.7, -0.2], [0.2, 0.5, 1.1], [-0.7, 0.5, -0.1], [-1.1, -0.3, -0.7], [0.7, 0.1, 0.1], [0.3, -0.4, 0.9], [0.3, -0.2, 0.8], [1.0, 0.3, 1.3]],
  "lowdin_charge": [0.08, 0.07, 0.08, 0.08, -0.16, 0.08, -0.25, 0.10, -0.36, 0.71, 0.09, 0.12, 0.10, -0.58, 0.06, -0.10, -0.12]
}

No. 2
{
  "formula": "C4H11NS",
  "method": "ωB97M-V with the def2-TZVPD basis set",
  "spin_multiplicity": 2,
  "gap_ev": [9.26, 3.78],
  "homo_energy_ev": [-12.6, -12.4],
  "largest_force_ev_per_a": 1.5,
  "total_charge": 1,
  "lumo_energy_ev": [-3.323, -8.615],
  "elements": ["C", "H", "H", "N", "H", "H", "C", "H", "C", "H", "H", "H", "S", "H", "H", "C", "H"],
  "positions_angstrom": [[0.026504, -1.453564, -1.020475], [2.465179, -3.292902, -1.820933], [-2.657221, 1.178243, 1.013333], [0.601350, -2.490523, -1.406993], [-0.677254, 3.460514, 2.730975], [-0.558497, 1.627617, 2.788874], [-1.722345, 0.880500, 0.516578], [1.859311, -2.254450, -3.170871], [1.911486, -2.406692, -2.085012], [0.817595, 2.748761, 2.413227], [0.170885, -0.441893, -1.459106], [-1.265026, 0.063432, 1.083844], [-0.576693, 2.265966, 0.547249], [-0.691717, -1.453486, -0.203793], [-1.857296, 0.524790, -0.501403], [-0.263486, 2.545318, 2.294229], [2.417226, -1.501632, -1.719724]],
  "forces_ev_per_a": [[-0.2, 0.7, -0.4], [0.2, -0.2, -0.2], [0.2, -0.1, -0.2], [0.9, -0.3, 0.8], [-0.7, -0.2, -0.4], [0.0, 0.2, 0.5], [0.3, 0.2, 0.6], [-0.3, -0.5, 0.1], [-0.7, 1.2, -0.3], [-0.2, -0.5, -0.3], [0.6, -0.1, 0.2], [0.0, 0.1, 0.2], [-0.2, 0.1, 0.1], [-0.5, -0.6, -0.3], [-0.1, 0.4, -0.1], [0.8, -0.2, -0.2], [0.2, -0.4, 0.0]],
  "lowdin_charge": [-0.12, 0.07, 0.09, -0.05, 0.08, 0.06, -0.32, 0.09, -0.10, 0.08, 0.08, 0.06, 1.12, 0.04, 0.05, -0.29, 0.07]
}